51
Properties=species:S:1:pos:R:3 method="wB97M-V/def2-TZVPD" homo_lumo_gap_ha="0.2428 / 0.2372" total_charge=+1 largest_force_ev_per_a=0.559 e_tot_ev=-49119.616 spin_multiplicity=2 s_squared=0.7584
Re 0.30909 -0.75277 0.03426
O 1.94862 -1.14416 -0.82410
C 3.22343 -0.70348 -0.67076
C 4.20622 -1.33385 -1.41930
C 5.52589 -0.92770 -1.31591
C 5.88127 0.11384 -0.46690
C 4.90257 0.73821 0.28028
C 3.56287 0.34496 0.19966
C 2.60013 1.04413 1.03128
N 1.34906 0.77884 1.03668
N 0.54720 1.53483 1.89340
C -0.69341 1.23240 1.72330
O -1.08595 0.37195 0.77185
C -1.74509 1.81982 2.56190
C -3.07858 1.72382 2.17204
C -4.06877 2.28362 2.96252
C -3.73067 2.93086 4.14259
C -2.40101 3.02159 4.53518
C -1.40647 2.46953 3.74795
H 3.91538 -2.14206 -2.07652
H 6.28236 -1.42795 -1.90562
H 6.91132 0.43092 -0.38851
H 5.16554 1.54805 0.94993
H 2.94840 1.82945 1.69583
H -3.33191 1.21409 1.25284
H -5.10472 2.21473 2.65927
H -4.50564 3.36438 4.76080
H -2.14141 3.52166 5.45836
H -0.36792 2.53103 4.04148
C -2.74555 -2.51862 -2.49082
C -1.65923 -1.70952 -1.87625
N -1.07416 -2.04046 -0.76912
N -1.45542 -3.19515 -0.12687
C -0.82533 -3.37804 1.00401
N -1.09451 -4.48163 1.70489
S 0.37682 -2.27884 1.74585
C -1.14971 -0.47892 -2.51785
C -1.57318 -0.06750 -3.77099
C -1.00284 1.06083 -4.34180
C -0.02631 1.75391 -3.64853
C 0.34499 1.29568 -2.39677
N -0.19961 0.21262 -1.84639
H -3.19302 -3.16145 -1.73961
H -2.33770 -3.15588 -3.27995
H -3.50829 -1.87843 -2.93031
H -1.76079 -5.14743 1.35091
H -0.62902 -4.66055 2.57633
H -2.32661 -0.62892 -4.30245
H -1.31826 1.38978 -5.32254
H 0.44302 2.63533 -4.06033
H 1.09690 1.80250 -1.80519